Record 1
C28H33ClLaN2O2 as an isolated structure in a non-equilibrium geometry. Source: the Open Molecules 2025 dataset; level of theory: the ωB97M-V functional and the def2-TZVPD basis.

```
! RIJCOSX wB97M-V def2-TZVPD def2/J DEFGRID3
* xyz -1 1
La 1.02 -0.01 -0.62
Cl 3.13 -0.08 -2.18
N 0.14 2.21 -0.34
N 0.08 -2.22 -0.34
C -0.46 2.91 -1.30
C -0.52 -2.92 -1.29
C 1.09 3.10 0.38
C 1.24 4.25 -0.61
C 2.42 2.42 0.72
C 0.44 3.54 1.67
H 2.97 2.11 -0.20
H 2.24 1.54 1.36
H 3.04 3.13 1.28
H -0.42 4.20 1.47
H 1.18 4.10 2.26
H 0.12 2.67 2.25
C 0.99 -3.12 0.41
C 1.11 -4.30 -0.54
C 0.30 -3.51 1.71
C 2.34 -2.49 0.76
H 2.91 -2.22 -0.15
H 2.92 -3.21 1.34
H 2.18 -1.59 1.39
H -0.58 -4.13 1.50
H 0.00 -2.61 2.26
H 1.00 -4.09 2.32
O 0.02 -4.10 -1.53
H 0.96 -5.28 -0.08
H 2.06 -4.30 -1.10
O 0.12 4.07 -1.57
H 2.18 4.20 -1.18
H 1.12 5.24 -0.16
C -1.70 2.51 -2.03
C -1.74 -2.50 -2.06
C -1.63 -1.21 -2.86
H -2.54 -2.42 -1.29
H -2.01 -3.31 -2.73
C -1.63 0.01 -2.16
C -1.62 1.24 -2.85
H -1.72 0.01 -1.06
C -1.60 1.24 -4.25
C -1.55 0.02 -4.93
C -1.64 2.53 -5.03
C -1.61 -1.20 -4.26
H -1.53 0.02 -6.02
C -1.66 -2.48 -5.06
H -1.68 -2.21 -6.12
H -2.57 -3.06 -4.85
H -0.80 -3.14 -4.88
H -2.55 3.11 -4.82
H -1.65 2.27 -6.10
H -0.77 3.17 -4.84
H -1.98 3.33 -2.69
H -2.47 2.43 -1.24
C 0.54 0.03 1.86
C 0.32 0.01 3.08
C 0.13 -0.04 4.48
C -0.99 0.55 5.12
C -1.05 0.57 6.51
C 0.00 0.07 7.29
C 1.10 -0.52 6.65
C 1.13 -0.64 5.27
H -1.78 0.99 4.53
H -1.91 1.00 7.01
H -0.04 0.14 8.38
H 1.92 -0.89 7.24
H 1.94 -1.17 4.78
*
```

For the frontier orbital gap (spin up / spin down), the calculation gives 2.41 / 3.57 eV. The value obtained for the energy relative to the best compared isomer or geometry (same formula, charge and spin) is 38.66 kJ/mol. Its total energy is -50027.908 eV.


Record 2
A 2-piece molecular cluster, CH2N5 overall in a non-equilibrium geometry. Source: the Open Molecules 2025 dataset; level of theory: the ωB97M-V functional and the def2-TZVPD basis.

```
! RIJCOSX wB97M-V def2-TZVPD def2/J DEFGRID3
* xyz 1 1
C 3.05 0.07 -0.01
N 4.21 0.00 0.05
N 0.82 -0.50 -0.19
N -0.67 1.66 0.20
N 1.71 0.26 0.02
N 0.34 2.00 -0.07
H 0.69 -1.50 -0.32
H -1.64 1.45 0.45
*
```

For the frontier orbital gap, the calculation gives 8.76 eV. The value obtained for the energy relative to the best compared isomer or geometry (same formula, charge and spin) is 138.41 kJ/mol. Its total energy is -8506.567 eV.


Record 3
A 3-piece molecular cluster, C2H8O4 overall in a non-equilibrium geometry. Source: the Open Molecules 2025 dataset; level of theory: the ωB97M-V functional and the def2-TZVPD basis.

```
! RIJCOSX wB97M-V def2-TZVPD def2/J DEFGRID3
* xyz 1 2
O -1.31 -0.05 -0.14
C -0.55 0.93 -0.04
O 0.46 1.07 -0.84
C -0.67 1.92 1.06
H 0.47 0.35 -1.51
H -1.63 1.93 1.55
H -0.26 2.87 0.75
H 0.11 1.54 1.73
H 3.28 -1.37 -0.91
H 3.30 0.13 -0.71
O 3.03 -0.54 -1.35
H -1.70 -2.25 -0.02
H -2.26 -3.55 0.61
O -2.26 -3.00 -0.18
*
```

For the frontier orbital gap (spin up / spin down), the calculation gives 10.44 / 4.36 eV. The value obtained for the energy relative to the best compared isomer or geometry (same formula, charge and spin) is 62.01 kJ/mol. Its total energy is -10383.565 eV.


Record 4
A 2-piece molecular cluster, C2H3N3O overall in a non-equilibrium geometry. Source: the Open Molecules 2025 dataset; level of theory: the ωB97M-V functional and the def2-TZVPD basis.

```
! RIJCOSX wB97M-V def2-TZVPD def2/J DEFGRID3
* xyz 0 1
C -1.64 0.40 -0.14
C 1.12 0.31 0.35
N 1.03 0.16 -0.88
N 2.29 0.70 -0.30
N -1.73 -0.75 -0.45
O -1.97 1.48 0.08
H 0.73 0.25 1.26
H 2.57 1.63 -0.54
H -0.89 -1.45 -0.34
*
```

For the frontier orbital gap, the calculation gives 9.99 eV. The value obtained for the energy relative to the best compared isomer or geometry (same formula, charge and spin) is 427.74 kJ/mol. The SMILES is C1=NN1.N=C=O. Its total energy is -8636.061 eV.


Record 5
C30H31IrN2O3 as an isolated structure in a non-equilibrium geometry. Source: the Open Molecules 2025 dataset; level of theory: the ωB97M-V functional and the def2-TZVPD basis.

```
! RIJCOSX wB97M-V def2-TZVPD def2/J DEFGRID3
* xyz -2 5
Ir 0.57 -0.73 -0.97
C 1.04 -2.45 0.10
C -0.43 -2.48 0.10
C -0.85 -2.91 -1.19
H -1.05 -2.36 0.98
C 0.30 -3.23 -1.97
C 1.46 -2.96 -1.21
H 2.49 -3.12 -1.49
H 1.68 -2.32 0.96
H -1.89 -2.99 -1.49
H 0.28 -3.65 -2.97
C 1.98 0.96 -0.61
C 2.70 -0.24 -0.93
C 2.51 -0.50 -2.34
H 3.32 -0.81 -0.24
C 1.68 0.51 -2.86
C 1.23 1.32 -1.78
H 0.51 2.14 -1.86
H 2.02 1.50 0.33
H 2.93 -1.32 -2.92
H 1.45 0.66 -3.92
O -0.66 -0.74 -2.71
C -0.42 -0.56 -5.70
C -1.61 -0.36 -4.88
C 0.08 -1.92 -5.97
C 0.20 0.58 -6.40
C -1.42 0.18 -3.44
H -2.19 -1.30 -4.83
H -2.24 0.40 -5.37
H -0.96 1.20 -3.48
H -2.40 0.26 -2.94
H -0.41 -2.37 -6.85
H -0.09 -2.58 -5.12
H 1.16 -1.89 -6.19
H -0.22 0.75 -7.41
H 1.27 0.39 -6.56
H 0.09 1.52 -5.85
O -1.46 1.79 -0.59
C -1.02 1.34 0.45
N -1.08 1.90 1.71
C -0.52 1.08 2.76
C -0.03 -0.10 1.95
O 0.48 -1.09 2.49
N -0.32 0.11 0.61
C 0.66 1.76 3.47
C 1.96 1.37 3.19
C 3.01 1.80 4.00
C 2.76 2.69 5.04
C 1.46 3.16 5.26
C 0.40 2.70 4.48
C -1.58 0.55 3.69
C -1.19 0.00 4.91
C -2.14 -0.58 5.73
C -3.47 -0.66 5.32
C -3.85 -0.16 4.07
C -2.90 0.44 3.24
H -1.51 2.81 1.83
H 2.18 0.66 2.37
H 4.01 1.40 3.81
H 3.58 3.02 5.68
H 1.26 3.88 6.06
H -0.62 3.03 4.66
H -0.13 0.04 5.19
H -1.83 -0.99 6.70
H -4.22 -1.13 5.96
H -4.88 -0.23 3.71
H -3.17 0.83 2.25
*
```

For the frontier orbital gap (spin up / spin down), the calculation gives 1.73 / 5.10 eV. The value obtained for the energy relative to the best compared isomer or geometry (same formula, charge and spin) is 38.97 kJ/mol. Its total energy is -43567.095 eV.


Record 6
C4H5O3Tl as an isolated structure in a non-equilibrium geometry. Source: the Open Molecules 2025 dataset; level of theory: the ωB97M-V functional and the def2-TZVPD basis.

```
! RIJCOSX wB97M-V def2-TZVPD def2/J DEFGRID3
* xyz 0 1
O -0.29 -0.22 1.07
C 0.61 0.95 1.21
C 1.44 1.07 -0.06
O 2.18 -0.10 -0.35
Tl 1.00 -1.49 0.15
H -0.05 1.84 1.28
H 2.10 1.95 0.08
H 0.80 1.31 -0.95
O -0.55 -2.42 -0.60
C -1.46 -1.45 -0.65
C -1.34 -0.30 0.05
H -2.36 -1.63 -1.26
H -2.09 0.49 0.05
*
```

For the frontier orbital gap (spin up / spin down), the calculation gives 8.27 / 5.52 eV. The value obtained for the energy relative to the best compared isomer or geometry (same formula, charge and spin) is 510.07 kJ/mol. Its total energy is -15056.771 eV.


Record 7
A 2-piece molecular cluster, C3H8IN3O4P overall. Source: the Open Molecules 2025 dataset; level of theory: the ωB97M-V functional and the def2-TZVPD basis.

```
! RIJCOSX wB97M-V def2-TZVPD def2/J DEFGRID3
* xyz -1 1
N -1.33 -1.94 1.21
C -1.38 -0.52 1.57
C -0.12 0.14 0.97
O -0.24 0.55 -0.22
O 0.91 0.14 1.67
P -2.86 0.34 0.78
O -3.70 -0.95 0.18
I -4.20 0.62 2.85
H -0.36 -2.24 1.26
H -1.86 -2.49 1.87
H -1.40 -0.36 2.65
H -3.41 -1.12 -0.72
C 3.01 1.06 -1.92
O 4.15 1.24 -2.34
N 1.95 0.84 -2.77
N 2.65 1.05 -0.62
H 1.01 0.72 -2.43
H 2.13 0.84 -3.75
H 3.36 1.20 0.07
H 1.70 0.87 -0.30
*
```

For the frontier orbital gap, the calculation gives 8.09 eV. Its total energy is -33295.105 eV.